Computed, not measured: 2 unconnected molecules or ions with the total composition C4H5BrO, with ωB97M-V/def2-TZVPD.

Results
- DFT total energy (Ha) = -2804.6007
- E_LUMO (eV) = 0.75
- relative energy (zero: lowest compared OMol25 entry of this formula, charge and spin) (kcal per mole) = 21.38
- SMILES = C=C=O.C=CBr

CARTESIAN COORDINATES (ANGSTROEM)
Br  1.01251  2.59277  1.92572
O  -1.94103  -1.63358  0.52014
C  -2.62391  -0.28865  -1.41069
C  2.30474  0.16599  1.22718
C  -2.27671  -1.00431  -0.39738
C  1.15220  0.77633  1.40767
H  3.25765  0.64957  1.36126
H  2.31720  -0.86910  0.93250
H  -3.64682  -0.01989  -1.58268
H  0.19009  0.30539  1.28291
H  -1.88745  0.03367  -2.12044

Mulliken atomic charge list, values in e, 6 entries:
1. Br -0.136
2. O -0.356
3. C -0.944
4. C -0.512
5. C 0.817
6. C -0.157